1.
Computed, not measured: a molecular structure, C37H43AuO2Si at a distorted geometry, with ωB97M-V/def2-TZVPD.

Each line ends with the Mulliken charge.
Atoms and positions in Å:
O1 1.289 -1.152 -4.318  -0.1176
C1 2.038 -2.386 -4.640  -0.5134
C2 2.466 -1.992 -6.032  -0.9418
H1 1.313 -3.195 -4.495  0.3091
H2 2.930 -2.488 -4.000  0.2206
C3 1.734 -0.673 -5.668  1.7686
H3 2.039 -2.580 -6.856  0.4242
H4 3.546 -1.840 -6.175  0.2893
C4 0.675 -0.452 -6.750  -1.8382
H5 -0.320 -0.817 -6.481  0.3894
H6 0.952 -1.042 -7.647  0.4104
H7 0.569 0.582 -7.133  0.3488
C5 2.667 0.503 -5.506  -1.6796
H8 3.041 0.476 -4.488  0.3071
H9 2.197 1.473 -5.725  0.2447
H10 3.539 0.383 -6.158  0.4323
Au1 0.259 -1.051 -1.302  0.2002
C6 2.272 -0.145 1.105  -0.4160
C7 2.006 -1.261 0.267  -1.2104
C8 2.381 -0.887 -1.113  -0.7840
H11 1.914 -2.281 0.631  1.2849
C9 2.929 0.442 -1.009  -0.2723
C10 2.852 0.879 0.321  -1.2187
H12 3.316 1.789 0.712  0.4432
H13 2.160 -0.139 2.187  0.4746
H14 2.677 -1.586 -1.884  0.8113
H15 3.402 0.962 -1.830  0.4364
C11 -1.595 1.057 -0.194  2.3373
C12 -0.752 2.179 0.046  -0.5102
C13 -1.513 3.348 -0.221  -0.8537
H16 0.290 2.122 0.424  0.4132
C14 -2.790 2.968 -0.761  -0.5257
C15 -2.856 1.547 -0.745  -0.7132
H17 -3.714 0.901 -0.977  0.5744
H18 -1.503 0.168 0.491  -2.2926
H19 -1.236 4.348 0.104  0.4758
H20 -3.630 3.646 -1.013  0.4353
O2 -0.883 2.531 -5.022  -0.4599
C16 -0.006 2.938 -3.937  -0.7740
C17 0.080 1.826 -2.889  1.6222
H21 -0.348 3.879 -3.451  0.3596
H22 0.984 3.124 -4.378  0.2815
C18 -1.120 0.924 -3.219  1.2686
H23 0.075 2.183 -1.862  -0.6327
H24 0.979 1.217 -2.948  -0.6691
C19 -1.665 1.417 -4.557  -0.4909
H25 -1.864 0.985 -2.431  -1.0857
H26 -0.841 -0.145 -3.214  0.1859
H27 -2.739 1.676 -4.450  0.3644
H28 -1.558 0.586 -5.265  0.0451
C20 -0.179 -6.468 1.157  -0.5917
C21 0.487 -5.733 0.170  -0.5823
C22 0.298 -4.347 0.055  -0.3576
C23 -0.536 -3.669 0.955  0.4193
C24 -1.183 -4.409 1.962  -0.2335
C25 -1.006 -5.795 2.067  -0.6624
Si1 -0.871 -1.833 0.946  1.2511
C26 -2.788 -1.802 1.090  0.6305
C27 -3.537 -2.138 -0.048  -0.6722
C28 -4.936 -2.101 0.001  -0.5572
C29 -5.601 -1.742 1.171  -0.5488
C30 -4.862 -1.477 2.319  -0.7697
C31 -3.463 -1.566 2.299  -0.0383
C32 -0.345 -1.242 2.715  0.6862
C33 -0.765 -0.035 3.306  -0.1396
C34 -0.290 0.328 4.575  -0.7979
C35 0.533 -0.525 5.304  -0.5770
C36 0.889 -1.754 4.761  -0.6469
C37 0.457 -2.102 3.475  -0.4204
H29 -0.060 -7.556 1.220  0.3593
H30 1.155 -6.247 -0.525  0.3952
H31 0.798 -3.788 -0.740  0.1279
H32 -1.835 -3.910 2.685  0.3591
H33 -1.519 -6.344 2.860  0.3897
H34 -3.008 -2.445 -0.957  0.2914
H35 -5.501 -2.376 -0.882  0.4129
H36 -6.688 -1.714 1.203  0.3877
H37 -5.359 -1.232 3.252  0.4160
H38 -2.896 -1.459 3.227  0.3826
H39 -1.444 0.631 2.773  0.4835
H40 -0.612 1.265 5.021  0.3947
H41 0.851 -0.266 6.315  0.3786
H42 1.467 -2.467 5.338  0.4232
H43 0.776 -3.056 3.059  0.2477

energy above the lowest of the compared OMol25 structures with the same formula, charge and spin	54.8	kcal/mol
molar mass	744.802	g/mol
E_HOMO (spin up / spin down)	-0.2503 / -0.2727	Ha
LUMO (spin up / spin down)	-0.1 / -1.9	eV
spin multiplicity	3



2.
Computed, not measured: a gas-phase ion, CH3N2O (charge +1) at a distorted geometry, with ωB97M-V/def2-TZVPD.

Each line ends with the Mulliken charge.
Atoms and positions in Å:
N1 -2.189 0.726 -0.266  -0.1201
C1 -1.346 0.348 0.366  0.3133
O1 -0.335 -0.443 0.777  -0.1422
N2 0.773 -0.212 -0.052  -0.2350
H1 1.528 -0.881 0.156  0.3671
H2 1.067 0.771 0.069  0.4065
H3 0.502 -0.309 -1.049  0.4105

energy above the lowest of the compared OMol25 structures with the same formula, charge and spin	73.1	kcal/mol
SMILES	N#CO[NH3+]
molar mass	59.048	g/mol
E_HOMO	-0.6448	Ha
LUMO	-5.3	eV
total charge	+1



3.
Computed, not measured: C6H8O2 in the gas phase at a distorted geometry, with ωB97M-V/def2-TZVPD.

Each line ends with the Mulliken charge.
Atoms and positions in Å:
O1 1.165 2.104 0.119  -0.5283
C1 0.644 0.710 -0.033  0.3119
C2 1.466 -0.503 -0.384  -0.5399
C3 0.161 -0.004 -1.240  -0.2401
O2 -0.670 -1.220 -1.010  -0.3714
C4 -0.917 -1.210 0.424  -0.2338
C5 -1.782 -0.081 0.881  -0.6385
C6 -0.316 0.224 1.100  -0.1698
H1 2.101 1.709 0.593  0.4619
H2 0.989 -1.456 0.356  0.1723
H3 2.633 -0.536 -1.026  0.2714
H4 0.211 0.076 -2.546  0.3029
H5 -0.751 -2.338 1.005  0.3306
H6 -2.158 -0.259 1.955  0.2604
H7 -2.668 0.644 0.243  0.2188
H8 0.149 0.265 2.056  0.3917

energy above the lowest of the compared OMol25 structures with the same formula, charge and spin	204.4	kcal/mol
SMILES	O[C@]12C[C@H]1O[C@@H]1C[C@@H]12
molar mass	112.128	g/mol
E_HOMO	-0.3154	Ha
LUMO	0.8	eV



> Which of these has the lowest molar mass?

CH3N2O